No. 1
Molecular formula: C5H9O3Tl
Method: DFT, ωB97M-V/def2-TZVPD

Each line ends with the Mulliken charge.
Cartesian coordinates (Å):
H: -0.15 1.69 0.93  0.488
O: -0.50 0.41 -0.53  -0.154
O: -0.10 -0.92 1.22  -0.112
O: 1.42 -0.71 -0.46  -0.346
C: -0.69 1.80 -0.09  -0.098
C: 0.21 -2.12 1.53  0.319
C: -2.12 2.22 -0.15  -0.526
C: -0.18 -2.66 2.80  -0.903
C: 0.39 -0.30 0.05  0.904
H: -0.02 2.36 -0.76  0.386
H: 0.78 -2.70 0.79  0.456
H: -2.40 2.56 0.85  0.387
H: -2.25 3.06 -0.85  0.408
H: -2.78 1.40 -0.44  0.356
H: -0.69 -3.62 2.59  0.407
H: 0.75 -2.96 3.32  0.394
H: -0.80 -1.98 3.39  0.322
Tl: 2.63 -0.50 -1.86  1.312

Output
* LUMO energy (spin up / spin down): -21.7 / -22.6 eV
* HOMO level (spin up / spin down): -28.9 / -28.9 eV
* frontier orbital gap (spin up / spin down): 7.22 / 6.26 eV
* net charge: +4


No. 2
Molecular formula: C5H9O5
Method: DFT, ωB97M-V/def2-TZVPD

Each line ends with the Mulliken spin population.
Cartesian coordinates (Å):
H: 0.53 -0.14 -1.74  -0.012
C: 1.22 -1.22 -1.10  0.438
O: 2.25 -1.71 -0.65  0.291
C: -0.18 -1.39 -0.30  0.123
C: -0.07 0.13 0.31  0.034
C: -0.85 0.06 1.57  -0.005
C: 1.30 0.87 0.49  -0.004
O: 1.09 1.92 1.27  0.001
O: -0.71 1.09 -0.64  0.013
O: -0.15 0.53 -2.00  0.077
O: -1.18 -1.54 -1.21  0.048
H: -0.05 -2.19 0.42  -0.005
H: -0.28 -0.61 2.30  0.002
H: -0.86 1.10 2.03  0.005
H: -1.77 -0.43 1.19  0.001
H: 2.15 0.30 0.89  -0.001
H: 1.79 1.26 -0.38  -0.006
H: 1.91 2.20 1.66  0.000
H: -0.99 -0.54 -1.73  0.000

Output
* LUMO energy (spin up / spin down): 0.2 / -1.6 eV
* HOMO level (spin up / spin down): -9.0 / -10.5 eV
* frontier orbital gap (spin up / spin down): 9.12 / 8.92 eV
* ⟨S²⟩: 0.75
* net charge: 0
* 2S+1: 2


No. 3
Molecular formula: C5H9O5P
Method: DFT, ωB97M-V/def2-TZVPD

Each line ends with the natural charge from an NBO analysis.
Cartesian coordinates (Å):
C: -1.99 0.04 0.48  -0.091
C: -1.01 1.29 0.43  -0.001
C: 0.16 -0.71 0.52  -0.016
C: 0.15 0.57 -0.26  0.091
C: 1.07 -1.83 -0.14  -0.074
O: 3.41 0.36 1.40  -1.048
O: -1.19 -1.11 0.68  -0.531
O: -1.59 2.41 -0.16  -0.691
O: 0.03 0.53 -1.65  -0.752
O: 2.18 -1.18 -0.80  -0.713
P: 2.95 0.63 0.06  1.239
H: -2.78 0.17 1.33  0.195
H: -2.46 0.05 -0.51  0.151
H: -0.71 1.52 1.43  0.194
H: 0.63 -0.56 1.47  0.192
H: 0.51 -2.40 -0.74  0.193
H: 1.61 -2.25 0.67  0.201
H: -2.27 2.04 -0.77  0.463
H: -0.45 1.38 -1.79  0.487
H: 1.75 -0.95 -1.64  0.512

Output
* LUMO energy (spin up / spin down): 0.3 / 0.2 eV
* HOMO level (spin up / spin down): -7.3 / -6.8 eV
* frontier orbital gap (spin up / spin down): 7.65 / 6.99 eV
* net charge: 0


No. 4
Molecular formula: C5H9OP
Method: DFT, ωB97M-V/def2-TZVPD

Each line ends with the natural charge from an NBO analysis.
Cartesian coordinates (Å):
C: 0.12 -1.18 1.06  -0.482
C: 0.30 -1.75 -0.30  -0.465
C: 0.48 -0.24 0.02  0.086
C: -1.64 1.22 0.26  -0.602
C: -0.41 0.77 -0.63  -0.481
O: 3.68 1.74 -1.29  -0.938
P: 3.74 0.89 -0.07  0.979
H: -1.00 -1.16 1.34  0.207
H: 0.78 -1.52 1.90  0.232
H: 1.15 -2.38 -0.47  0.209
H: -0.47 -2.06 -0.89  0.201
H: -2.29 0.28 0.30  0.190
H: -2.29 2.01 -0.19  0.216
H: -1.42 1.45 1.26  0.204
H: 0.31 1.55 -0.76  0.235
H: -1.02 0.36 -1.57  0.209

Output
* LUMO energy (spin up / spin down): -0.8 / -1.1 eV
* HOMO level (spin up / spin down): -8.3 / -7.6 eV
* frontier orbital gap (spin up / spin down): 7.51 / 6.48 eV
* net charge: 0


No. 5
Molecular formula: C5H9OP
Method: DFT, ωB97M-V/def2-TZVPD

Each line ends with the natural charge from an NBO analysis.
Cartesian coordinates (Å):
C: 2.38 -1.35 -0.12  -0.712
C: 0.80 -1.28 0.16  -0.438
C: 0.60 0.25 0.45  -0.461
C: -1.42 1.46 -0.55  -0.595
C: -0.69 0.96 0.76  -0.445
O: 3.25 1.56 0.18  -1.013
P: 2.21 0.55 -0.10  1.676
H: 3.01 -1.72 0.63  0.233
H: 2.69 -2.07 -0.92  0.246
H: 0.23 -1.47 -0.83  0.203
H: 0.47 -1.86 1.04  0.232
H: -0.93 2.37 -0.86  0.212
H: -2.40 1.56 -0.09  0.217
H: -1.23 0.65 -1.28  0.205
H: -1.44 0.28 1.39  0.214
H: -0.64 1.90 1.39  0.226

Output
* LUMO energy: 0.0 eV
* HOMO level: -8.2 eV
* frontier orbital gap: 8.23 eV
* net charge: 0


No. 6
Molecular formula: C5H9OP
Method: DFT, ωB97M-V/def2-TZVPD

Each line ends with the natural charge from an NBO analysis.
Cartesian coordinates (Å):
C: 1.48 -2.30 -0.07  -0.350
C: 1.94 -1.09 0.03  -0.277
C: 1.25 0.17 -0.04  0.004
C: -2.41 0.40 0.11  -0.602
C: -1.07 1.12 -0.16  -0.064
O: -0.11 0.12 -0.06  -0.520
P: 2.29 1.49 0.04  0.252
H: 2.20 -3.07 0.29  0.198
H: 0.50 -2.70 -0.32  0.210
H: 2.94 -0.94 0.43  0.223
H: -2.30 -0.61 -0.09  0.218
H: -2.69 0.49 1.10  0.203
H: -3.22 0.86 -0.60  0.203
H: -1.05 1.93 0.58  0.183
H: -1.19 1.60 -1.20  0.178
H: 1.44 2.55 -0.04  -0.059

Output
* LUMO energy: 0.2 eV
* HOMO level: -8.3 eV
* frontier orbital gap: 8.51 eV
* net charge: 0
* structure (SMILES): [H]/P=C(/C=C)OCC


No. 7
Molecular formula: C5HCoN13O3
Method: DFT, ωB97M-V/def2-TZVPD

Each line ends with the Mulliken spin population.
Cartesian coordinates (Å):
Co: -0.01 0.07 -0.44  2.794
N: -0.58 -2.46 1.64  0.008
C: 0.21 -1.43 2.10  0.026
N: 0.70 -1.38 3.32  0.000
N: 1.43 -0.24 3.34  0.018
N: 1.35 0.38 2.22  -0.008
N: 0.58 -0.36 1.38  0.039
C: -0.99 -2.63 0.34  0.014
N: -1.61 -3.70 -0.12  0.000
N: -1.76 -3.45 -1.44  0.017
N: -1.29 -2.29 -1.75  0.001
N: -0.78 -1.73 -0.62  0.047
H: -0.78 -3.20 2.29  0.000
O: 0.50 0.23 -3.69  -0.006
C: 0.44 0.13 -2.58  0.028
N: -0.87 5.86 -2.03  0.009
C: -1.26 4.97 -1.39  -0.003
N: -1.77 4.02 -0.62  0.019
C: -1.33 2.83 -0.65  0.022
N: -1.03 1.70 -0.63  0.024
O: 2.22 1.69 -0.36  0.213
N: 3.19 1.06 -0.13  0.467
O: 3.44 -0.10 -0.15  0.272

Output
* LUMO energy (spin up / spin down): 2.1 / 0.0 eV
* HOMO level (spin up / spin down): -5.9 / -5.9 eV
* frontier orbital gap (spin up / spin down): 8.01 / 5.94 eV
* ⟨S²⟩: 6.01
* net charge: -1
* 2S+1: 5


No. 8
Molecular formula: C5HF7
Method: DFT, ωB97M-V/def2-TZVPD

Each line ends with the natural charge from an NBO analysis.
Cartesian coordinates (Å):
C: 2.57 0.48 -0.65  -0.226
C: 1.48 0.02 -0.60  -0.054
C: -0.29 -0.22 -0.31  0.254
C: -1.08 1.11 -0.10  0.951
C: -0.37 -1.25 0.80  0.928
F: -0.89 -0.68 -1.44  -0.300
F: -0.96 1.72 -1.31  -0.305
F: -0.50 1.87 0.85  -0.300
F: -2.35 0.86 0.22  -0.288
F: -0.12 -0.75 2.04  -0.309
F: 0.55 -2.26 0.64  -0.311
F: -1.57 -1.76 0.83  -0.287
H: 3.52 0.84 -0.98  0.246

Output
* LUMO energy: 0.6 eV
* HOMO level: -11.4 eV
* frontier orbital gap: 12.02 eV
* net charge: 0
* structure (SMILES): C#CC(F)(C(F)(F)F)C(F)(F)F


No. 9
Molecular formula: C5HNdO3
Method: DFT, ωB97M-V/def2-TZVPD

Each line ends with the Mulliken spin population.
Cartesian coordinates (Å):
O: -0.49 1.80 0.03  -0.005
O: 2.09 -1.09 -0.06  -0.012
C: -1.75 1.49 -0.13  -0.004
O: -3.52 -0.15 0.05  0.000
C: -2.16 0.13 0.08  0.003
C: -1.23 -0.85 -0.10  0.005
C: -0.15 -1.51 -0.12  -0.008
C: 1.13 -2.05 -0.04  -0.016
H: -3.95 0.71 -0.03  0.000
Nd: 1.35 0.66 0.16  3.037

Output
* LUMO energy (spin up / spin down): -1.9 / -1.9 eV
* HOMO level (spin up / spin down): -6.9 / -6.9 eV
* frontier orbital gap (spin up / spin down): 4.95 / 5.02 eV
* ⟨S²⟩: 3.76
* net charge: 0
* 2S+1: 4


No. 10
Molecular formula: C5N2O41S5Sn8
Method: DFT, ωB97M-V/def2-TZVPD

Each line ends with the natural charge from an NBO analysis.
Cartesian coordinates (Å):
Sn: -19.40 11.55 -4.62  1.641
Sn: -20.20 11.35 -10.82  1.641
Sn: -21.00 5.63 -4.45  1.404
Sn: -23.08 8.03 -8.07  1.420
Sn: -14.86 6.16 -5.91  1.651
Sn: -15.57 8.89 -2.53  1.504
Sn: -18.10 6.42 -9.41  1.715
Sn: -14.51 10.59 -9.08  1.652
N: -16.19 12.42 -2.18  0.713
O: -15.02 12.19 -1.81  -0.528
O: -16.97 12.91 -1.31  -0.599
O: -16.58 12.07 -3.27  -0.506
N: -17.73 8.73 -6.53  0.758
O: -18.71 9.35 -6.82  -0.531
O: -17.04 8.28 -7.31  -0.455
O: -17.37 8.55 -5.35  -0.599
C: -14.11 10.38 -5.35  0.905
O: -13.85 10.55 -4.18  -0.858
O: -14.08 9.22 -5.85  -0.920
O: -14.57 11.20 -6.08  -0.795
C: -21.70 11.98 -7.45  0.927
O: -21.74 10.72 -7.25  -0.880
O: -21.23 12.71 -6.61  -0.836
O: -22.02 12.56 -8.52  -0.873
C: -13.88 5.52 -1.86  0.918
O: -13.97 6.48 -1.03  -0.888
O: -13.33 4.48 -1.45  -0.857
O: -14.52 5.58 -2.90  -0.842
C: -21.05 4.82 -7.99  0.890
O: -21.72 4.64 -8.96  -0.736
O: -21.20 3.98 -7.09  -0.808
O: -20.64 5.99 -7.68  -0.875
C: -19.57 8.14 -2.73  0.906
O: -19.08 7.02 -2.29  -0.787
O: -20.74 8.40 -2.97  -0.845
O: -18.78 9.07 -2.44  -0.852
S: -17.49 3.69 -6.03  2.620
O: -16.30 3.77 -5.25  -1.071
O: -18.54 4.27 -5.15  -1.122
O: -17.39 4.56 -7.24  -1.131
O: -17.86 2.31 -6.41  -1.050
S: -16.73 9.27 -11.72  2.613
O: -17.09 8.95 -10.33  -1.130
O: -15.46 10.00 -12.07  -1.042
O: -16.86 8.02 -12.39  -1.055
O: -17.85 10.09 -12.14  -1.127
S: -14.01 6.53 -9.58  2.630
O: -13.74 5.66 -10.73  -1.050
O: -13.98 7.93 -9.93  -1.127
O: -15.29 6.35 -8.91  -1.149
O: -12.92 6.39 -8.58  -1.110
S: -17.01 13.20 -9.37  2.580
O: -18.40 12.84 -9.16  -1.096
O: -16.21 12.60 -8.22  -1.122
O: -16.34 12.74 -10.56  -1.053
O: -16.81 14.67 -9.14  -1.089
S: -21.06 7.79 -11.35  2.677
O: -22.23 7.02 -11.33  -1.091
O: -20.78 8.26 -10.06  -1.109
O: -19.99 7.01 -11.84  -1.051
O: -21.30 8.82 -12.28  -1.121

Output
* LUMO energy: 7.2 eV
* HOMO level: 5.4 eV
* frontier orbital gap: 1.82 eV
* net charge: -6


No. 11
Molecular formula: C60H105N15
Method: DFT, ωB97M-V/def2-TZVPD

Each line ends with the Mulliken charge.
Cartesian coordinates (Å):
C: -4.45 3.93 -4.63  -1.229
C: -4.86 3.71 -3.19  -0.581
C: -3.68 3.34 -2.28  0.647
C: -2.98 2.11 -2.66  0.194
N: -2.43 1.14 -2.96  -0.254
H: -3.86 3.10 -5.04  0.207
H: -3.84 4.82 -4.73  0.293
H: -5.28 4.03 -5.34  0.435
H: -5.61 2.93 -3.15  0.218
H: -5.30 4.64 -2.83  0.420
H: -4.03 3.18 -1.26  -0.147
H: -2.94 4.13 -2.19  -0.217
C: -4.48 -1.43 0.62  -1.299
C: -4.46 -0.59 -0.67  1.598
C: -5.77 0.11 -0.99  -0.609
C: -6.17 1.09 0.05  0.277
N: -6.45 1.83 0.88  -0.555
H: -5.17 -2.27 0.57  0.451
H: -4.76 -0.83 1.49  0.236
H: -3.50 -1.83 0.88  0.079
H: -4.23 -1.29 -1.48  0.109
H: -3.66 0.15 -0.66  -1.097
H: -6.53 -0.66 -1.11  0.495
H: -5.67 0.67 -1.92  0.171
C: -1.32 -4.76 -3.85  -1.562
C: -0.97 -3.39 -3.28  0.471
C: -1.75 -2.19 -3.85  1.581
C: -1.60 -2.14 -5.30  -0.105
N: -1.48 -2.08 -6.45  -0.634
H: -0.94 -5.54 -3.19  0.406
H: -0.92 -4.89 -4.85  0.306
H: -2.41 -4.85 -3.88  0.404
H: 0.12 -3.29 -3.38  -0.515
H: -1.06 -3.34 -2.19  0.322
H: -1.29 -1.30 -3.43  -0.883
H: -2.81 -2.15 -3.62  0.297
C: -0.57 5.34 2.85  -0.630
C: -0.26 5.33 4.33  -0.737
C: 0.71 4.22 4.80  -0.360
C: 0.32 2.90 4.32  0.309
N: 0.01 1.85 3.95  -0.271
H: -0.99 4.39 2.50  -0.217
H: 0.38 5.39 2.31  0.354
H: -1.26 6.12 2.54  0.434
H: -1.18 5.22 4.91  0.199
H: 0.12 6.29 4.68  0.443
H: 0.76 4.17 5.89  0.424
H: 1.72 4.36 4.42  -0.009
C: 0.50 -0.29 -1.46  0.621
C: -0.34 0.55 -0.50  2.126
C: -0.12 0.16 0.95  2.469
C: -0.42 -1.24 1.23  -0.573
N: -0.71 -2.33 1.41  -0.219
H: -0.01 -1.24 -1.66  -0.774
H: 1.46 -0.52 -1.01  -0.134
H: 0.55 0.15 -2.46  -0.354
H: -1.39 0.46 -0.77  -0.486
H: -0.03 1.60 -0.53  -1.243
H: -0.76 0.77 1.59  -1.348
H: 0.91 0.33 1.27  -0.325
C: 1.89 4.11 -0.33  -1.010
C: 0.62 4.25 -1.14  0.635
C: -0.45 5.15 -0.50  2.277
C: -0.06 6.54 -0.33  -0.051
N: 0.28 7.63 -0.20  -0.586
H: 1.76 3.77 0.70  0.011
H: 2.40 5.08 -0.30  0.654
H: 2.61 3.45 -0.83  0.296
H: 0.20 3.26 -1.35  -0.815
H: 0.83 4.62 -2.15  0.470
H: -0.69 4.72 0.47  -1.291
H: -1.37 5.11 -1.08  -0.334
C: -0.35 -2.21 7.28  -1.500
C: 0.35 -1.64 6.03  -0.339
C: -0.38 -1.89 4.72  4.164
C: -1.75 -1.42 4.65  0.133
N: -2.83 -1.03 4.62  -0.659
H: -0.50 -3.29 7.27  0.312
H: -1.36 -1.83 7.43  0.346
H: 0.25 -1.89 8.14  0.423
H: 1.38 -2.00 6.01  0.297
H: 0.34 -0.56 6.20  0.196
H: -0.42 -2.98 4.61  -0.592
H: 0.18 -1.51 3.87  -2.774
C: -0.24 2.92 -7.51  -1.370
C: -0.52 1.81 -6.49  -0.414
C: -0.14 2.18 -5.05  1.561
C: -0.75 3.45 -4.69  0.095
N: -1.23 4.46 -4.42  -0.576
H: -0.93 3.75 -7.38  0.325
H: -0.37 2.58 -8.54  0.411
H: 0.73 3.39 -7.34  0.310
H: 0.16 1.01 -6.78  0.111
H: -1.50 1.33 -6.57  0.331
H: 0.95 2.32 -5.04  0.400
H: -0.32 1.34 -4.39  -1.146
C: 4.16 3.71 2.46  -0.717
C: 5.44 3.00 2.02  -0.194
C: 5.44 2.67 0.52  -0.796
C: 4.41 1.74 0.13  0.211
N: 3.54 1.05 -0.16  -0.231
H: 4.01 4.58 1.81  0.301
H: 4.19 3.98 3.52  0.509
H: 3.32 3.03 2.38  -0.047
H: 5.51 2.03 2.52  -0.205
H: 6.36 3.54 2.22  0.419
H: 6.41 2.26 0.24  0.376
H: 5.31 3.54 -0.12  0.421
C: 2.56 -0.87 3.20  1.956
C: 3.46 -1.20 4.37  -0.603
C: 4.81 -0.48 4.39  -0.656
C: 5.55 -0.61 3.11  0.136
N: 6.13 -0.72 2.13  -0.491
H: 2.25 0.18 3.23  0.106
H: 1.68 -1.51 3.24  -2.113
H: 3.12 -0.97 2.27  0.224
H: 3.65 -2.27 4.34  0.406
H: 3.01 -1.02 5.35  0.142
H: 5.44 -0.82 5.21  0.526
H: 4.61 0.59 4.42  0.274
C: 2.16 -4.25 -6.17  -0.570
C: 2.34 -3.14 -7.22  -0.558
C: 3.06 -1.89 -6.71  -0.469
C: 2.27 -1.14 -5.74  0.152
N: 1.65 -0.61 -4.93  -0.261
H: 1.69 -5.11 -6.64  0.412
H: 1.54 -3.94 -5.33  -0.186
H: 3.13 -4.54 -5.75  0.305
H: 1.32 -2.93 -7.55  0.293
H: 2.85 -3.50 -8.11  0.372
H: 3.27 -1.21 -7.53  0.370
H: 3.99 -2.15 -6.19  0.253
C: 4.02 -2.87 -3.01  -0.962
C: 4.05 -1.77 -1.94  1.197
C: 5.35 -1.91 -1.13  0.261
C: 6.49 -1.37 -1.88  -0.101
N: 7.37 -0.93 -2.47  -0.556
H: 3.19 -2.75 -3.72  -0.185
H: 3.86 -3.85 -2.57  0.296
H: 4.90 -2.84 -3.66  0.428
H: 3.19 -1.96 -1.29  -1.191
H: 3.86 -0.78 -2.34  0.547
H: 5.56 -2.97 -1.01  0.465
H: 5.33 -1.44 -0.14  -0.165
C: -3.63 3.85 4.42  -0.927
C: -4.22 2.63 3.69  -1.089
C: -3.18 1.85 2.86  1.938
C: -2.82 2.51 1.61  -0.075
N: -2.60 3.06 0.62  -0.263
H: -2.77 3.56 5.02  0.161
H: -4.39 4.31 5.05  0.490
H: -3.38 4.61 3.68  0.172
H: -5.09 2.88 3.09  0.389
H: -4.62 1.92 4.42  0.465
H: -3.61 0.87 2.67  -0.365
H: -2.24 1.75 3.40  -0.844
C: 1.28 -3.92 -0.60  -0.132
C: 2.24 -4.57 0.37  -0.841
C: 1.77 -4.50 1.85  0.714
C: 0.53 -5.21 2.06  0.172
N: -0.45 -5.78 2.22  -0.593
H: 1.19 -2.84 -0.52  -0.706
H: 0.32 -4.44 -0.53  0.804
H: 1.63 -4.09 -1.62  0.173
H: 3.19 -4.02 0.38  0.048
H: 2.44 -5.61 0.12  0.500
H: 1.77 -3.45 2.14  -0.884
H: 2.46 -5.01 2.53  0.647
C: -4.40 -4.84 3.19  -1.507
C: -2.89 -4.91 3.07  0.447
C: -2.20 -5.13 4.43  0.070
C: -2.72 -6.27 5.24  -0.058
N: -3.09 -7.15 5.86  -0.504
H: -4.90 -5.79 3.41  0.425
H: -4.83 -4.52 2.24  0.375
H: -4.69 -4.18 4.00  0.340
H: -2.54 -3.98 2.61  -0.315
H: -2.58 -5.77 2.48  0.492
H: -2.37 -4.28 5.09  0.057
H: -1.12 -5.18 4.37  0.200

Output
* LUMO energy: -0.1 eV
* HOMO level: -10.8 eV
* frontier orbital gap: 10.73 eV
* net charge: 0


| no. | DFT total energy (eV) | M (g/mol) |
| --- | --- | --- |
| 1 | -16105.06462 | 321.5 |
| 2 | -15560.27898 | 149.1 |
| 3 | -24853.10797 | 180.1 |
| 4 | -16662.08246 | 116.1 |
| 5 | -16664.76104 | 116.1 |
| 6 | -16664.22735 | 116.1 |
| 7 | -68339.43451 | 350.1 |
| 8 | -24220.56633 | 194.0 |
| 9 | -26612.36683 | 253.3 |
| 10 | -192900.33008 | 1854.1 |
| 11 | -86272.77836 | 1036.6 |